Record 1
Density functional theory data (wB97M-V/def2-TZVPD) for C4H3I as an isolated structure at a distorted geometry.

Calculated values
- total charge = 0
- E_LUMO (eV) = -0.355
- multiplicity = 1
- gap between HOMO and LUMO (Ha) = 0.3418

XYZ file:
```
8
Properties=species:S:1:pos:R:3:lowdin_charge:R:1
I 1.137 -0.739 2.420 0.7711
C 0.417 -0.699 -1.058 -0.0383
C 0.202 0.185 0.734 -0.6787
C -0.593 1.203 0.945 -0.1433
C 0.466 -1.327 -2.146 -0.0064
H -0.817 1.596 1.956 0.0716
H -1.106 1.651 0.181 0.0304
H 0.294 -1.869 -3.032 -0.0063
```



Record 2
Density functional theory data (wB97M-V/def2-TZVPD) for an isolated molecule of C4H3IO3 at a distorted geometry.

Calculated values
- total charge = 0
- SMILES = Oc1coc(O)c1I
- E_LUMO (eV) = 0.478
- multiplicity = 1
- gap between HOMO and LUMO (Ha) = 0.3173

XYZ file:
```
11
Properties=species:S:1:pos:R:3:lowdin_charge:R:1
I -3.784 -0.096 0.006 0.9629
O -1.200 -2.149 -0.083 -0.0128
O -1.504 2.653 -0.032 0.0768
O 0.305 1.132 0.078 0.0473
C 0.393 -0.244 0.013 -0.0729
C -0.804 -0.871 -0.038 -0.4166
C -1.774 0.196 0.042 -0.6656
C -1.079 1.362 -0.085 -0.3871
H -0.850 -2.854 0.610 0.1928
H -0.687 3.134 0.248 0.1416
H 1.392 -0.686 -0.064 0.1338
```



Record 3
Density functional theory data (wB97M-V/def2-TZVPD) for C4H3InLiO6 as an isolated structure at a distorted geometry.

Calculated values
- total charge = +1
- E_LUMO (spin up / spin down) (eV) = -4.829 / -7.761
- multiplicity = 1
- gap between HOMO and LUMO (spin up / spin down) (Ha) = 0.2744 / 0.1610

XYZ file:
```
15
Properties=species:S:1:pos:R:3:lowdin_charge:R:1
In 4.903 0.482 -0.061 1.3113
O 1.680 -0.626 0.642 0.1257
O -1.598 0.715 0.126 0.0535
O -2.701 -0.559 -1.392 -0.0651
O 3.853 -1.002 0.502 -0.0075
O 3.126 1.015 0.058 -0.0350
O -3.599 1.305 -0.591 -0.0411
C 0.608 0.257 0.676 -0.0432
C -2.685 0.462 -0.680 -0.7793
C 2.894 -0.182 0.398 -0.6904
C -0.553 -0.159 0.157 -0.1079
Li -4.526 0.201 -2.019 0.8586
H -0.653 -1.081 -0.417 0.1281
H 0.793 1.258 1.060 0.1504
H -1.541 -2.085 1.540 0.1419
```



Record 4
Density functional theory data (wB97M-V/def2-TZVPD) for C4H3IrLiO as an isolated structure at a distorted geometry.

Calculated values
- total charge = +3
- E_LUMO (spin up / spin down) (eV) = -16.230 / -17.411
- multiplicity = 5
- gap between HOMO and LUMO (spin up / spin down) (Ha) = 0.2475 / 0.2792

XYZ file:
```
10
Properties=species:S:1:pos:R:3:lowdin_spin:R:1
Ir -1.166 2.140 0.392 2.6556
O 1.211 -0.386 2.034 0.2882
C -0.946 -0.441 -1.799 0.0628
C -1.266 0.659 -1.267 0.1382
C 0.423 -0.587 1.164 0.3364
C 0.159 -0.199 -0.152 0.3367
Li 2.165 1.389 2.140 0.0132
H -1.103 -1.348 -2.373 0.0004
H 1.067 0.099 -0.691 0.0460
H -0.545 -1.326 0.551 0.1224
```



Record 5
Density functional theory data (wB97M-V/def2-TZVPD) for C4H3LiMgO as an isolated structure at a distorted geometry.

Calculated values
- total charge = -1
- E_LUMO (spin up / spin down) (eV) = 2.425 / 2.290
- multiplicity = 2
- gap between HOMO and LUMO (spin up / spin down) (Ha) = 0.1477 / 0.2218

XYZ file:
```
10
Properties=species:S:1:pos:R:3:lowdin_spin:R:1
Mg -0.475 -0.189 0.858 0.5425
O -2.324 0.073 0.401 0.0787
C -0.689 1.183 -1.024 0.0626
C 1.175 -1.135 -1.106 0.0534
C 0.336 -0.330 -1.593 0.0782
C -2.161 0.935 -0.697 0.0104
Li 1.428 1.072 -0.599 0.1698
H -0.578 1.967 -1.793 0.0020
H -2.681 0.501 -1.585 0.0019
H -2.661 1.915 -0.525 0.0005
```



Record 6
Density functional theory data (wB97M-V/def2-TZVPD) for C4H3LuO2 as an isolated structure at a distorted geometry.

Calculated values
- total charge = 0
- E_LUMO (spin up / spin down) (eV) = -1.652 / -1.610
- multiplicity = 1
- gap between HOMO and LUMO (spin up / spin down) (Ha) = 0.1787 / 0.1782

XYZ file:
```
10
Properties=species:S:1:pos:R:3:lowdin_charge:R:1
Lu 2.337 0.389 0.126 1.6616
O 1.386 -1.394 0.474 -0.4597
O 1.117 1.978 0.356 -0.4354
C 0.523 -0.994 -0.595 -0.4132
C -0.386 0.277 -0.333 -0.2504
C -0.974 -1.078 -0.304 -0.1150
C -0.147 1.480 0.223 -0.2945
H -1.270 -1.437 0.696 0.1114
H -0.952 2.188 0.473 0.1065
H -1.634 -1.409 -1.116 0.0886
```



Record 7
Density functional theory data (wB97M-V/def2-TZVPD) for C4H3MnO2 as an isolated structure at a distorted geometry.

Calculated values
- total charge = +3
- E_LUMO (spin up / spin down) (eV) = -16.653 / -16.833
- multiplicity = 6
- gap between HOMO and LUMO (spin up / spin down) (Ha) = 0.2638 / 0.2596

XYZ file:
```
10
Properties=species:S:1:pos:R:3:lowdin_spin:R:1
Mn 3.848 -0.614 0.833 4.8833
O -2.011 -1.228 0.212 0.0027
O 2.091 -0.056 0.332 0.0325
C 0.434 1.195 -0.710 0.1217
C -1.009 -0.576 -0.107 0.0062
C -0.843 0.690 -0.737 0.0249
C 1.596 0.900 -0.279 -0.0736
H -2.673 -0.778 0.781 0.0000
H 0.272 -0.901 0.375 -0.0004
H -1.706 1.368 -0.700 0.0028
```



Record 8
Density functional theory data (wB97M-V/def2-TZVPD) for an isolated molecule of C4H3N at a distorted geometry.

Calculated values
- total charge = 0
- SMILES = C#CN=C=C
- E_LUMO (eV) = 0.717
- multiplicity = 1
- gap between HOMO and LUMO (Ha) = 0.3916

XYZ file:
```
8
Properties=species:S:1:pos:R:3:lowdin_charge:R:1
N 0.947 -0.607 -1.051 0.0876
C 0.667 -0.490 1.415 0.0189
C 1.022 -0.694 0.186 -0.1615
C -0.179 0.156 -1.283 -0.2261
C -1.173 0.830 -1.377 0.1073
H -0.145 -1.097 1.794 0.0751
H -2.048 1.426 -1.519 0.0234
H 0.908 0.478 1.835 0.0753
```



Record 9
Density functional theory data (wB97M-V/def2-TZVPD) for an isolated molecule of C4H3N at a distorted geometry.

Calculated values
- total charge = 0
- SMILES = C#CCC#N
- E_LUMO (eV) = 0.481
- multiplicity = 1
- gap between HOMO and LUMO (Ha) = 0.4063

XYZ file:
```
8
Properties=species:S:1:pos:R:3:lowdin_charge:R:1
N -1.749 1.237 -0.651 0.1671
C -1.624 0.152 -0.263 -0.2032
C -0.538 -0.727 0.179 -0.1982
C 0.686 0.087 0.060 -0.1536
C 1.694 0.733 -0.029 0.1217
H -0.464 -1.601 -0.467 0.1174
H 2.677 1.147 -0.045 0.0313
H -0.682 -1.027 1.216 0.1174
```



Record 10
Density functional theory data (wB97M-V/def2-TZVPD) for an isolated molecule of C4H3N at a distorted geometry.

Calculated values
- total charge = 0
- SMILES = C#CCC#N
- E_LUMO (eV) = 0.691
- multiplicity = 1
- gap between HOMO and LUMO (Ha) = 0.4163

XYZ file:
```
8
Properties=species:S:1:pos:R:3:lowdin_charge:R:1
N -2.508 0.978 -0.432 0.1636
C -1.598 0.306 -0.250 -0.2382
C -0.489 -0.540 -0.030 -0.2130
C 0.818 0.062 0.053 -0.1598
C 1.896 0.579 0.080 0.1305
H -0.519 -1.413 -0.680 0.1311
H 2.868 0.960 0.213 0.0256
H -0.469 -0.932 1.046 0.1603
```



Record 11
Density functional theory data (wB97M-V/def2-TZVPD) for an isolated ion of composition C4H3N2 and charge +1 at a distorted geometry.

Calculated values
- total charge = +1
- SMILES = C#[N+]C=C=C=N
- E_LUMO (eV) = -6.293
- multiplicity = 1
- gap between HOMO and LUMO (Ha) = 0.3237

XYZ file:
```
9
Properties=species:S:1:pos:R:3:lowdin_charge:R:1
N -0.957 0.465 -0.505 0.1270
N 1.503 -0.733 -0.058 0.2811
C -1.079 0.783 0.777 -0.1098
C 0.903 -0.296 0.903 -0.0632
C -0.091 0.307 1.507 0.0810
C -0.231 -0.017 -1.307 0.2362
H -2.068 1.170 1.223 0.1719
H -0.229 -0.346 -2.378 0.1700
H 2.248 -1.333 -0.162 0.1058
```



Record 12
Density functional theory data (wB97M-V/def2-TZVPD) for an isolated ion of composition C4H3N2 and charge +1 at a distorted geometry.

Calculated values
- total charge = +1
- SMILES = C=[N+]=C=C1C=N1
- E_LUMO (eV) = -5.146
- multiplicity = 1
- gap between HOMO and LUMO (Ha) = 0.3587

XYZ file:
```
9
Properties=species:S:1:pos:R:3:lowdin_charge:R:1
N 2.828 -0.283 -0.091 0.2982
N -1.021 -0.378 0.068 0.0942
C 2.390 0.923 -0.050 0.1790
C -2.246 -0.452 -0.071 0.1202
C 1.456 -0.174 0.120 -0.1401
C 0.203 -0.327 0.222 0.0848
H -2.981 0.301 -0.155 0.0965
H 2.193 1.871 0.018 0.1028
H -2.822 -1.481 -0.061 0.1643
```



no.,electronic energy (eV)
1,-12291.5406
2,-18437.7589
3,-21849.2901
4,-9240.5097
5,-11890.0060
6,-41907.1895
7,-39568.3172
8,-5682.1097
9,-5683.4691
10,-5683.9150
11,-7163.5982
12,-7163.3207